(a)
Computed, not measured: a cluster of 3 separate species, C2H5N3O in total, with ωB97M-V with the def2-TZVPD basis set.

```
11
Properties=species:S:1:pos:R:3:mulliken_charge:R:1
C -0.421 -0.327 -1.151 0.39
C 0.245 0.134 0.047 -0.02
N -3.618 1.299 0.077 0.01
N -4.050 0.571 0.778 0.00
N -0.916 -0.772 -2.099 -0.35
O 0.004 -0.770 1.112 -0.49
H 3.016 -0.290 -0.278 -0.21
H 3.716 -0.058 -0.063 0.24
H -0.056 1.150 0.329 0.16
H 1.320 0.463 0.013 -0.05
H 0.759 -1.400 1.237 0.33
```

LUMO ... 0.0260 Ha
Molecular weight ... 87.08 g mol⁻¹
SMILES string ... [H][H].N#CCO.N#N

---

(b)
Computed, not measured: a cluster of 2 separate species, C2H5N3O in total, with ωB97M-V with the def2-TZVPD basis set.

```
11
Properties=species:S:1:pos:R:3:mulliken_charge:R:1
N 1.575 -1.142 0.320 -0.44
C 2.071 0.023 -0.041 0.41
N 2.495 1.060 -0.289 -0.45
H 0.562 -1.188 0.351 0.32
H 2.036 -1.961 -0.045 0.25
C -1.270 1.394 -0.182 -0.09
O -1.383 -0.837 0.146 -0.36
N -2.018 0.400 -0.014 -0.37
H -2.112 -1.461 0.271 0.36
H -1.771 2.339 -0.305 0.29
H -0.184 1.372 -0.212 0.09
```

LUMO ... 0.0217 Ha
Molecular weight ... 87.08 g mol⁻¹
SMILES string ... C=NO.N#CN

---

(c)
Computed, not measured: an isolated molecule of C2H5N3O, with ωB97M-V with the def2-TZVPD basis set.

```
11
Properties=species:S:1:pos:R:3:mulliken_charge:R:1
C -1.034 -0.114 -0.063 0.63
C 2.476 -0.221 0.002 -0.26
H -1.985 1.600 -0.082 0.19
H -0.164 1.889 0.232 0.31
H -1.727 -1.784 0.293 0.24
H 3.352 0.394 0.115 0.30
H 2.449 -1.395 0.253 0.24
N -1.111 1.280 0.041 -0.41
N -2.079 -0.863 0.014 -0.72
N 1.354 0.394 -0.038 -0.37
O 0.285 -0.547 -0.070 -0.14
```

LUMO ... 0.0271 Ha
Molecular weight ... 87.08 g mol⁻¹
SMILES string ... [H]/N=C(/N)ON=C

---

Tell me which of them is the most stable. Sure, it is (a).

---

(a)
Computed, not measured: a cluster of 2 separate species, C2H5N3O in total, with ωB97M-V with the def2-TZVPD basis set.

```
11
Properties=species:S:1:pos:R:3:mulliken_charge:R:1
C 1.511 0.885 0.054 0.34
C 0.607 -1.182 -0.187 0.14
N 2.341 1.622 0.213 -0.41
N -2.378 0.643 -0.097 -0.69
N 0.566 0.036 -0.202 -0.47
O 1.732 -1.832 -0.011 -0.48
H -0.218 -1.800 -0.259 0.44
H -2.876 0.666 0.853 0.24
H -2.440 1.634 -0.406 0.25
H -1.386 0.626 0.037 0.31
H 2.542 -1.298 0.003 0.33
```

LUMO ... 0.0183 Ha
Molecular weight ... 87.08 g mol⁻¹
SMILES string ... N#C/N=C\O.N

---

(b)
Computed, not measured: an isolated molecule of C2H5N3O, with ωB97M-V with the def2-TZVPD basis set.

```
11
Properties=species:S:1:pos:R:3:mulliken_charge:R:1
C -0.905 0.291 -0.006 0.63
C 2.550 -0.045 0.017 -0.22
H -1.495 -1.754 0.000 0.23
H -2.773 -0.601 0.257 0.21
H -2.182 1.633 -0.205 0.22
H 3.460 0.567 0.039 0.30
H 2.526 -1.175 0.196 0.25
N -1.801 -0.766 -0.059 -0.44
N -1.131 1.524 0.014 -0.61
N 1.437 0.580 -0.096 -0.46
O 0.315 -0.255 -0.157 -0.09
```

LUMO ... 0.0325 Ha
Molecular weight ... 87.08 g mol⁻¹
SMILES string ... [H]/N=C(\N)ON=C

---

Tell me which of them is the most stable. Sure, it is (a).

---

(a)
Computed, not measured: the ion C4H8NO with charge +1, with ωB97M-V with the def2-TZVPD basis set.

```
14
Properties=species:S:1:pos:R:3:mulliken_charge:R:1
C 0.817 -0.076 -0.197 1.07
C 1.996 0.499 0.112 -1.29
C 0.457 -1.384 -0.265 -0.84
C -1.439 0.257 0.440 -0.20
N -0.437 0.694 -0.539 -0.06
O -2.561 -0.146 -0.093 -0.43
H 2.338 1.482 0.311 0.30
H 2.841 -0.005 0.225 0.36
H -0.446 -1.751 -0.613 0.40
H 1.285 -2.097 0.047 0.27
H -1.564 0.839 1.418 0.28
H -0.344 1.801 -0.485 0.40
H -0.842 0.269 -1.334 0.35
H -3.308 -0.331 0.504 0.39
```

LUMO (alpha / beta) ... -0.1492 / -0.1850 Ha
Molecular weight ... 86.11 g mol⁻¹
Net charge ... +1

---

(b)
Computed, not measured: the ion C4H8NO with charge +1, with ωB97M-V with the def2-TZVPD basis set.

```
14
Properties=species:S:1:pos:R:3:mulliken_charge:R:1
C 1.974 -0.228 -0.693 -0.14
C 0.471 -0.239 1.333 -0.65
C -0.456 -0.204 0.097 0.95
C -1.439 0.885 -0.236 -1.32
N 0.944 0.037 0.017 0.07
O -0.752 -1.410 -0.475 -0.49
H 1.835 -0.422 -1.720 0.31
H 3.037 -0.401 -0.267 0.28
H 0.582 0.653 1.923 0.32
H 0.503 -1.249 1.868 0.28
H -1.273 1.514 -1.256 0.30
H -1.296 1.700 0.555 0.30
H -2.474 0.640 -0.383 0.44
H -1.657 -1.275 -0.764 0.34
```

LUMO ... -0.2020 Ha
Molecular weight ... 86.11 g mol⁻¹
SMILES string ... C=[N+]1C[C@]1(C)O
Net charge ... +1

---

Tell me which of them is the most stable. Sure, it is (b).

---

(a)
Computed, not measured: a cluster of 2 separate species, C4H8NO in total, with ωB97M-V with the def2-TZVPD basis set.

```
14
Properties=species:S:1:pos:R:3:mulliken_charge:R:1
C -2.757 0.837 0.056 -0.44
C -2.779 -0.352 0.470 0.30
C 0.865 -0.901 -0.724 -0.34
C 1.549 0.282 -0.219 0.09
N 2.639 0.310 0.635 -0.48
O 0.318 -0.289 0.359 -0.42
H -1.903 1.421 -0.180 0.35
H -3.743 1.271 -0.214 0.31
H 0.301 -0.856 -1.685 0.23
H 1.273 -1.911 -0.554 0.23
H 1.300 1.273 -0.802 0.26
H 3.093 -0.608 0.795 0.25
H -2.688 -1.371 0.656 0.43
H 2.532 0.893 1.407 0.23
```

LUMO ... -0.2893 Ha
Molecular weight ... 86.11 g mol⁻¹
Net charge ... +1

---

(b)
Computed, not measured: the ion C4H8NO with charge +1, with ωB97M-V with the def2-TZVPD basis set.

```
14
Properties=species:S:1:pos:R:3:mulliken_charge:R:1
C -0.097 -1.427 0.277 0.40
C 0.680 -0.849 -0.934 -0.37
C -1.298 0.524 -0.283 -0.85
C 0.993 0.888 0.808 -0.86
N 0.045 0.052 0.012 0.26
O -0.720 -2.213 0.832 -0.27
H 1.795 -1.163 -0.695 0.28
H 0.327 -0.946 -1.974 0.32
H -2.055 0.541 0.546 0.35
H -1.315 1.625 -0.680 0.35
H -1.986 -0.156 -0.962 0.33
H 1.464 1.537 0.034 0.35
H 0.559 1.413 1.680 0.35
H 1.609 0.172 1.339 0.37
```

LUMO ... -0.1659 Ha
Molecular weight ... 86.11 g mol⁻¹
SMILES string ... C[N+]1(C)CC1=O
Net charge ... +1

---

Tell me which of them is the most stable. Sure, it is (b).

---

(a)
Computed, not measured: an isolated molecule of C4H7NS, with ωB97M-V with the def2-TZVPD basis set.

```
13
Properties=species:S:1:pos:R:3:mulliken_charge:R:1
C 0.776 -0.024 -1.895 -0.28
C 0.239 0.702 -0.722 -0.42
C -0.254 0.221 1.718 -0.34
C -0.536 -1.012 1.007 -0.39
H 1.689 -0.561 -1.779 0.37
H -0.795 0.954 -0.938 0.36
H 0.718 1.709 -0.601 0.33
H 0.350 0.287 2.628 0.22
H -0.979 1.018 1.655 0.24
H -0.163 -1.990 1.325 0.23
H -1.449 -1.157 0.400 0.21
N 0.470 -0.070 0.484 -0.31
S -0.065 -0.077 -3.283 -0.22
```

LUMO ... -0.0084 Ha
Molecular weight ... 101.17 g mol⁻¹
SMILES string ... S=CCN1CC1

---

(b)
Computed, not measured: an isolated molecule of C4H7NS, with ωB97M-V with the def2-TZVPD basis set.

```
13
Properties=species:S:1:pos:R:3:mulliken_charge:R:1
C 0.056 -0.510 1.209 0.17
C 0.549 -0.708 -0.101 -0.41
C 0.053 0.510 -0.900 -0.06
C 0.573 1.686 -1.447 -0.65
H -1.627 -0.863 2.316 0.21
H -1.825 -1.528 0.934 0.20
H 0.314 -1.569 -0.680 0.28
H 1.615 -0.613 -0.048 0.30
H -1.077 0.334 -1.407 0.12
H 1.655 1.793 -1.364 0.26
H 0.050 2.182 -2.378 0.24
N -1.243 -0.892 1.393 -0.35
S 0.908 0.178 2.472 -0.31
```

LUMO ... 0.0148 Ha
Molecular weight ... 101.17 g mol⁻¹
SMILES string ... C=CCC(N)=S

---

Tell me which of them is the most stable. Sure, it is (b).

---

(a)
Computed, not measured: an isolated molecule of C4H7NS, with ωB97M-V with the def2-TZVPD basis set.

```
13
Properties=species:S:1:pos:R:3:mulliken_charge:R:1
C -2.299 -0.624 0.018 -1.08
C -1.095 0.280 -0.081 -0.24
C 0.216 -0.038 -0.090 -0.01
C 1.236 1.043 -0.046 0.12
H -2.996 -0.326 0.846 0.28
H -1.984 -1.659 0.298 0.29
H -2.950 -0.701 -0.882 0.28
H -1.343 1.316 -0.232 0.27
H 0.520 -1.095 -0.050 0.25
H 0.812 2.020 0.055 0.34
H 4.325 -0.328 0.170 0.16
N 2.491 0.844 0.047 -0.50
S 3.069 -0.730 -0.053 -0.15
```

LUMO ... 0.0243 Ha
Molecular weight ... 101.17 g mol⁻¹
SMILES string ... C/C=C/C=N\S

---

(b)
Computed, not measured: an isolated molecule of C4H7NS, with ωB97M-V with the def2-TZVPD basis set.

```
13
Properties=species:S:1:pos:R:3:mulliken_charge:R:1
C 0.513 -0.918 -0.186 -0.13
C 1.779 -0.731 -0.557 -0.39
C -0.329 -0.083 0.750 -0.33
C -2.194 0.847 -0.438 -0.31
N -0.993 0.743 -0.223 -0.29
S 2.852 0.521 0.069 -0.19
H 0.041 -1.758 -0.753 0.23
H 2.221 -1.369 -1.238 0.37
H -1.066 -0.708 1.252 0.34
H 0.464 0.527 1.504 0.13
H 2.210 1.085 1.070 0.10
H -3.063 0.440 0.135 0.24
H -2.434 1.404 -1.384 0.24
```

LUMO ... 0.0323 Ha
Molecular weight ... 101.17 g mol⁻¹
SMILES string ... C=NC/C=C\S

---

Tell me which of them is the most stable. Sure, it is (a).

---

(a)
Computed, not measured: a cluster of 11 separate species, H22O11 in total, with ωB97M-V with the def2-TZVPD basis set.

```
33
Properties=species:S:1:pos:R:3:mulliken_charge:R:1
O -0.404 -0.838 3.299 -0.58
H 0.252 -0.864 2.664 0.36
H -0.098 -0.220 3.965 0.27
O 0.230 0.736 -0.532 -0.51
H 0.725 0.129 0.014 0.33
H 0.167 1.480 0.016 0.27
O 2.027 -0.812 1.368 -0.56
H 2.197 -1.495 0.743 0.20
H 2.773 -1.022 1.890 0.28
O 2.058 -0.665 -2.974 -0.75
H 1.230 -1.044 -2.696 0.36
H 1.812 -0.118 -3.733 0.36
O -1.433 2.604 1.128 -0.62
H -1.747 1.712 1.264 0.31
H -0.728 2.749 1.719 0.31
O -2.535 0.411 -0.957 -0.72
H -2.572 0.054 -1.857 0.34
H -1.580 0.562 -0.856 0.38
O -1.538 -1.742 0.440 -0.61
H -2.279 -2.250 0.785 0.27
H -1.977 -1.052 0.008 0.36
O 2.657 -2.192 -0.920 -0.77
H 2.539 -1.487 -1.576 0.49
H 1.933 -2.697 -1.178 0.35
O 0.877 1.825 2.256 -0.58
H 1.377 1.032 2.073 0.24
H 0.861 1.958 3.187 0.29
O 0.189 -2.113 -1.865 -0.63
H -0.255 -2.196 -1.026 0.33
H -0.020 -2.810 -2.449 0.22
O -2.107 3.713 -1.581 -0.62
H -1.769 3.443 -0.752 0.34
H -2.869 3.215 -1.852 0.29
```

LUMO ... 0.0034 Ha
Molecular weight ... 198.17 g mol⁻¹
SMILES string ... O.O.O.O.O.O.O.O.O.O.O

---

(b)
Computed, not measured: a cluster of 11 separate species, H22O11 in total, with ωB97M-V with the def2-TZVPD basis set.

```
33
Properties=species:S:1:pos:R:3:mulliken_charge:R:1
O 0.770 1.283 4.523 -0.60
H -0.048 1.765 4.624 0.27
H 1.069 1.330 3.640 0.36
O 1.120 -1.805 -4.013 -0.68
H 0.357 -1.438 -3.521 0.40
H 0.859 -1.592 -4.931 0.32
O -2.001 0.818 1.165 -0.61
H -2.575 0.768 0.389 0.28
H -2.704 0.784 1.824 0.32
O -0.444 2.394 -1.574 -0.67
H -1.146 1.922 -2.061 0.30
H 0.251 2.451 -2.256 0.33
O 3.765 -1.495 1.216 -0.65
H 3.966 -2.422 0.983 0.33
H 4.405 -1.115 1.811 0.32
O -1.269 4.951 -1.702 -0.63
H -0.794 4.197 -2.123 0.37
H -0.889 4.714 -0.819 0.31
O -1.360 -0.238 -3.084 -0.55
H -2.089 -0.132 -3.712 0.33
H -1.058 -1.035 -3.601 0.19
O 0.236 -1.821 3.328 -0.60
H 0.311 -1.721 4.315 0.30
H 1.107 -1.667 2.944 0.31
O -2.206 -2.724 1.608 -0.62
H -2.037 -1.947 1.066 0.30
H -1.210 -2.854 1.633 0.30
O 1.145 -3.522 -1.924 -0.64
H 0.283 -3.839 -2.169 0.29
H 1.571 -2.748 -2.416 0.36
O 0.526 2.332 1.852 -0.64
H 0.399 2.463 0.891 0.27
H -0.310 1.944 2.097 0.33
```

LUMO ... -0.0211 Ha
Molecular weight ... 198.17 g mol⁻¹
SMILES string ... O.O.O.O.O.O.O.O.O.O.O

---

Tell me which of them is the most stable. Sure, it is (a).

---

(a)
Computed, not measured: a cluster of 11 separate species, H22O11 in total, with ωB97M-V with the def2-TZVPD basis set.

```
33
Properties=species:S:1:pos:R:3:mulliken_charge:R:1
O -1.876 -0.230 -2.885 -0.74
H -2.087 -0.847 -2.224 0.42
H -0.935 -0.374 -2.904 0.33
O -2.138 -2.029 -0.907 -0.61
H -2.987 -2.460 -1.061 0.26
H -1.796 -2.505 -0.134 0.29
O 3.699 0.376 0.206 -0.61
H 3.062 1.018 0.450 0.29
H 3.517 -0.441 0.668 0.29
O 1.382 -0.472 -2.627 -0.63
H 2.226 -0.769 -2.309 0.28
H 1.270 0.398 -2.278 0.40
O 0.511 1.878 -1.541 -0.66
H -0.422 1.811 -1.366 0.34
H 0.859 2.492 -0.908 0.28
O 1.084 0.159 3.102 -0.61
H 1.182 0.183 2.118 0.23
H 2.031 0.027 3.380 0.30
O -0.618 2.496 2.557 -0.64
H 0.332 2.374 2.338 0.31
H -0.948 1.580 2.393 0.35
O -1.732 0.024 1.842 -0.55
H -2.545 -0.186 1.382 0.24
H -1.687 -0.604 2.528 0.25
O 0.609 -0.388 0.405 -0.14
H -0.341 -0.384 0.498 0.28
H 0.714 -0.221 -0.530 0.10
O -2.237 1.539 -0.662 -0.66
H -2.313 2.440 -1.036 0.27
H -2.371 0.951 -1.406 0.40
O 1.331 -2.903 0.098 -0.65
H 0.953 -2.138 0.514 0.33
H 2.269 -2.797 0.297 0.27
```

LUMO ... -0.0068 Ha
Molecular weight ... 198.17 g mol⁻¹
SMILES string ... O.O.O.O.O.O.O.O.O.O.O

---

(b)
Computed, not measured: a cluster of 11 separate species, H22O11 in total, with ωB97M-V with the def2-TZVPD basis set.

```
33
Properties=species:S:1:pos:R:3:mulliken_charge:R:1
O 0.249 0.733 0.431 -0.32
H -0.382 0.092 0.088 0.13
H 1.123 0.344 0.251 0.27
O -2.839 0.582 -0.454 -0.60
H -3.255 1.167 -1.099 0.27
H -3.197 -0.290 -0.654 0.29
O -0.802 1.477 -3.167 -0.61
H -1.750 1.625 -3.236 0.28
H -0.717 0.679 -2.624 0.36
O -0.737 -2.816 -0.438 -0.57
H -1.659 -2.572 -0.578 0.21
H -0.739 -3.783 -0.456 0.27
O 2.833 -0.621 0.096 -0.61
H 3.297 -0.443 -0.732 0.26
H 3.421 -0.281 0.784 0.28
O 0.667 -1.561 2.546 -0.59
H 0.942 -0.705 2.195 0.31
H -0.190 -1.721 2.141 0.29
O 0.520 -1.303 -2.611 -0.64
H 0.329 -1.757 -1.774 0.33
H 1.459 -1.100 -2.573 0.31
O 1.012 3.220 -1.110 -0.67
H 0.876 2.711 -0.301 0.31
H 0.330 2.901 -1.716 0.34
O 1.007 2.413 3.191 -0.66
H 0.547 2.170 4.001 0.32
H 0.347 2.294 2.493 0.32
O -2.363 2.043 1.919 -0.62
H -2.992 2.677 1.563 0.27
H -2.389 1.293 1.299 0.37
O 1.967 -3.403 0.291 -0.61
H 2.014 -2.439 0.211 0.33
H 1.072 -3.624 0.019 0.38
```

LUMO ... -0.0304 Ha
Molecular weight ... 198.17 g mol⁻¹
SMILES string ... O.O.O.O.O.O.O.O.O.O.O

---

(c)
Computed, not measured: a cluster of 11 separate species, H22O11 in total, with ωB97M-V with the def2-TZVPD basis set.

```
33
Properties=species:S:1:pos:R:3:mulliken_charge:R:1
H 0.953 0.207 0.331 0.31
H 0.046 1.363 0.628 0.28
H 0.683 -3.077 -2.544 0.32
H 1.538 -3.389 -1.310 0.30
H 6.338 1.347 0.177 0.32
H 5.217 0.716 -0.541 0.34
H 5.455 -0.736 1.290 0.32
H 4.583 -0.416 2.430 0.30
H -3.902 -2.031 1.127 0.29
H -4.621 -1.702 -0.185 0.26
H -1.964 4.984 0.687 0.35
H -0.791 4.079 0.792 0.31
H 0.600 -0.967 4.793 0.32
H 0.819 -2.110 3.812 0.31
H -4.034 1.429 0.606 0.25
H -3.244 0.555 1.539 0.29
H 1.656 1.148 -2.975 0.28
H 1.837 0.255 -1.873 0.29
H -2.247 -3.518 0.269 0.28
H -1.720 -3.225 -1.171 0.32
H -1.893 3.340 -1.256 0.33
H -3.312 2.916 -1.721 0.28
O -0.009 0.505 0.163 -0.59
O 1.049 -3.784 -2.043 -0.62
O 5.898 1.437 -0.691 -0.63
O 4.794 -0.126 1.514 -0.65
O -3.919 -1.421 0.385 -0.56
O -1.740 4.000 0.921 -0.66
O 0.738 -1.155 3.835 -0.63
O -3.921 0.469 0.757 -0.52
O 1.886 0.310 -2.835 -0.57
O -2.462 -3.717 -0.653 -0.60
O -2.565 3.337 -1.966 -0.61
```

LUMO ... -0.0105 Ha
Molecular weight ... 198.16 g mol⁻¹
SMILES string ... O.O.O.O.O.O.O.O.O.O.O

---

Tell me which of them is the most stable. Sure, it is (a).